## a
Entry from OMol25: a 2-piece molecular cluster, C2H12NSi2 overall (ωB97M-V with the def2-TZVPD basis set).

Summary:
E_LUMO ... -4.29 eV
Kohn-Sham gap ... 9.88 eV
HOMO energy ... -14.178 eV
Charge ... +1

Last column: natural (NBO) charge in e.
Element x y z (Å)
H1 -3.285 0.850 0.469  -0.130
H2 2.302 -0.133 -0.451  0.423
H3 -0.707 1.048 -1.745  0.218
H4 0.297 2.777 -0.469  0.224
Si1 -2.139 0.076 0.171  0.852
H5 2.415 -0.121 1.205  0.464
H6 1.081 0.665 0.516  0.484
N1 1.702 -0.226 0.390  -1.085
H7 1.329 -2.749 1.001  -0.122
Si2 1.099 -1.978 -0.261  1.043
H8 1.673 -2.657 -1.398  -0.099
H9 -2.456 -1.045 -0.702  -0.138
H10 -0.242 -1.876 -0.482  -0.169
C1 -0.201 2.010 0.029  -0.504
C2 -0.983 1.202 -0.712  -0.510
H11 -1.361 -0.086 1.411  -0.169
H12 -0.525 2.243 1.026  0.217

***

## b
Entry from OMol25: an isolated ion of composition C2H12NSi2 and charge +1 (ωB97M-V with the def2-TZVPD basis set).

Summary:
E_LUMO ... -3.70 eV
SMILES ... [NH3+]CC([SiH3])[SiH3]
Kohn-Sham gap ... 10.70 eV
HOMO energy ... -14.397 eV
Charge ... +1

Last column: natural (NBO) charge in e.
Element x y z (Å)
H1 -2.439 -1.825 -0.573  -0.127
H2 2.571 -1.094 0.840  0.463
H3 -2.596 -0.412 1.590  -0.085
H4 0.941 1.468 1.259  -0.185
C1 -0.454 0.097 -0.569  -0.991
H5 -0.472 0.200 -1.579  0.254
H6 2.473 -1.126 -0.839  0.451
H7 -0.883 3.023 0.317  -0.067
H8 -2.923 0.418 -0.754  -0.143
H9 1.209 2.008 -0.864  -0.174
Si1 -0.002 1.870 0.106  0.826
Si2 -2.165 -0.525 0.059  0.801
H10 0.268 -0.754 1.134  0.224
H11 1.978 0.272 -0.116  0.464
C2 0.477 -0.971 0.133  -0.252
H12 0.040 -1.930 -0.166  0.254
N1 1.979 -0.720 0.022  -0.712

***

Quick one: least stable of them? a

***

## a
Entry from OMol25: a 3-piece molecular cluster, C4H12BrO2S2 overall (ωB97M-V with the def2-TZVPD basis set).

Summary:
E_LUMO ... 2.95 eV
Kohn-Sham gap ... 6.92 eV
HOMO energy ... -3.964 eV
Charge ... -1

Last column: natural (NBO) charge in e.
Element x y z (Å)
H1 2.349 -0.060 0.816  0.230
H2 -4.042 1.306 1.249  0.220
Br1 0.741 3.508 0.816  -0.972
H3 -3.353 -0.436 0.997  0.221
H4 -4.292 0.392 -0.284  0.222
S1 1.486 -0.371 -1.482  1.309
H5 1.494 -2.373 -2.523  0.238
C1 1.867 -2.141 -1.447  -0.834
H6 1.182 -2.651 -0.790  0.211
H7 3.578 -0.021 -0.275  0.213
C2 -1.265 0.543 1.577  -0.866
O1 2.250 0.059 -2.741  -1.001
O2 -1.317 0.389 -0.978  -0.986
H8 -1.607 0.897 2.567  0.224
H9 -0.235 0.807 1.426  0.274
S2 -2.019 1.241 0.100  1.286
H10 2.909 -2.435 -1.190  0.221
C3 2.590 0.146 -0.197  -0.897
H11 -1.131 -0.589 1.823  0.215
H12 2.445 1.231 0.065  0.306
C4 -3.628 0.557 0.470  -0.832

***

## b
Entry from OMol25: a 3-piece molecular cluster, C4H12BrO2S2 overall (ωB97M-V with the def2-TZVPD basis set).

Summary:
E_LUMO ... 2.55 eV
Kohn-Sham gap ... 6.69 eV
HOMO energy ... -4.139 eV
Charge ... -1

Last column: natural (NBO) charge in e.
Element x y z (Å)
H1 39.125 34.099 28.583  0.221
H2 39.820 28.907 29.590  0.213
C1 39.746 34.093 29.407  -0.809
C2 38.795 30.240 31.585  -0.782
S1 41.168 34.990 28.793  1.255
C3 41.338 33.956 27.349  -0.830
H3 40.012 33.102 29.714  0.219
O1 40.459 36.099 28.079  -1.013
H4 39.393 34.403 30.327  0.293
H5 41.878 34.375 26.523  0.234
H6 38.888 27.761 28.802  0.242
H7 39.493 30.716 30.788  0.193
S2 37.707 29.363 30.423  1.219
H8 41.936 32.934 27.568  0.195
Br1 38.302 33.804 33.043  -0.981
H9 38.435 30.987 32.254  0.304
O2 36.872 28.441 31.307  -0.995
H10 39.369 27.906 30.788  0.241
C4 39.028 28.333 29.816  -0.845
H11 39.367 29.553 32.064  0.199
H12 40.458 33.496 26.981  0.226

***

Quick one: least stable of them? a

***

## a
Entry from OMol25: a single C15H19N3O4 molecule (ωB97M-V with the def2-TZVPD basis set).

Summary:
E_LUMO ... -0.78 eV
SMILES ... N/C(=N\OC(=O)CCC1CCCC1)c1ccc([N+](=O)[O-])cc1
Kohn-Sham gap ... 8.69 eV
HOMO energy ... -9.463 eV
Charge ... 0

Last column: natural (NBO) charge in e.
Element x y z (Å)
C1 -5.206 -0.811 -0.828  -0.188
C2 -3.054 -0.717 0.246  -0.051
O1 -7.698 0.185 -0.977  -0.375
H1 -0.556 -2.888 0.043  0.432
H2 5.664 1.422 0.122  0.213
H3 4.234 3.164 -0.688  0.194
C3 -3.493 0.348 1.032  -0.162
H4 1.917 0.233 -1.398  0.210
C4 3.798 2.555 0.106  -0.400
H5 2.760 -0.366 1.586  0.230
C5 -3.916 -1.285 -0.691  -0.212
H6 4.730 0.155 -1.582  0.209
N1 -6.985 0.723 -0.156  0.514
N2 -0.833 -0.306 0.707  -0.218
O2 -7.327 1.637 0.562  -0.372
C6 -1.670 -1.227 0.410  0.391
C7 -4.780 0.826 0.903  -0.202
H7 2.908 -2.127 1.501  0.244
H8 3.508 -1.807 -0.991  0.224
H9 -5.887 -1.237 -1.549  0.249
H10 -5.141 1.645 1.505  0.252
H11 2.929 1.360 -2.285  0.208
C8 4.598 1.262 0.275  -0.406
O3 1.022 -2.131 -0.526  -0.645
H12 1.866 1.688 0.540  0.203
H13 -2.806 0.785 1.736  0.246
C9 4.018 0.274 -0.759  -0.218
H14 4.748 -1.483 0.222  0.209
H15 -3.579 -2.082 -1.337  0.220
C10 2.732 -1.221 0.915  -0.515
C11 -5.634 0.236 -0.023  0.085
C12 2.417 2.071 -0.320  -0.405
H16 3.775 3.150 1.019  0.209
H17 -2.257 -3.129 0.007  0.392
H18 4.466 0.876 1.286  0.192
C13 3.797 -1.130 -0.183  -0.383
H19 1.820 2.857 -0.781  0.212
O4 0.521 -0.526 0.989  -0.368
N3 -1.481 -2.564 0.309  -0.808
C14 1.338 -1.356 0.351  0.803
C15 2.736 0.941 -1.297  -0.412

***

## b
Entry from OMol25: a single C15H19N3O4 molecule (ωB97M-V with the def2-TZVPD basis set).

Summary:
E_LUMO ... 0.13 eV
SMILES ... C[C@@H](O)[C@H](N)C(=O)N[C@@H](Cc1c[nH]c2ccccc12)C(=O)O
Kohn-Sham gap ... 7.91 eV
HOMO energy ... -7.784 eV
Charge ... 0

Last column: natural (NBO) charge in e.
Element x y z (Å)
C1 2.123 -1.465 0.820  0.147
N1 -2.022 0.264 0.957  -0.673
C2 -2.313 -0.787 -0.083  -0.127
C3 0.518 3.776 0.015  -0.644
C4 -1.518 -1.985 0.353  -0.435
C5 3.688 -1.668 -0.973  -0.226
C6 0.226 -1.329 2.095  0.009
C7 1.036 -1.754 -0.031  -0.117
H1 -0.383 -1.173 2.963  0.228
H2 -2.593 0.490 1.781  0.418
H3 4.613 -1.400 -1.456  0.220
H4 1.404 2.379 -1.212  0.184
H5 0.480 -2.258 -1.970  0.202
H6 -1.935 2.481 -1.594  0.385
H7 0.135 0.312 -0.644  0.265
H8 -1.440 1.108 -2.219  0.351
C8 -0.983 1.211 0.868  0.714
C9 -0.242 1.344 -0.509  -0.184
H9 0.179 3.809 1.070  0.233
N2 1.585 -1.224 2.043  -0.500
H10 1.399 4.511 -0.281  0.220
H11 2.124 -1.068 2.868  0.405
O1 -4.586 -0.518 -0.930  -0.669
C10 3.427 -1.449 0.403  -0.202
H12 2.734 -1.836 -2.866  0.206
O2 -0.596 1.806 1.851  -0.640
H13 -2.174 -0.332 -1.124  0.199
H14 -1.444 -2.616 -0.507  0.216
C11 0.913 2.323 -0.322  0.091
H15 -0.362 4.050 -0.538  0.210
O3 -4.343 -2.097 0.506  -0.534
C12 1.291 -1.960 -1.354  -0.212
H16 1.596 1.949 1.474  0.477
H17 -2.114 -2.395 1.154  0.246
N3 -1.104 1.839 -1.640  -0.867
C13 2.580 -1.766 -1.805  -0.218
C14 -0.109 -1.673 0.743  -0.114
H18 4.126 -1.371 1.160  0.206
O4 1.919 1.749 0.574  -0.728
H19 -4.008 -0.072 -1.585  0.477
C15 -3.828 -1.205 -0.057  0.780

***

Quick one: least stable of them? a

***

## a
Entry from OMol25: a 2-piece molecular cluster, ClHIOPS overall (ωB97M-V with the def2-TZVPD basis set).

Summary:
E_LUMO (spin up / spin down) ... -2.49 / -4.00 eV
Kohn-Sham gap (spin up / spin down) ... 7.06 / 5.14 eV
HOMO energy (spin up / spin down) ... -9.549 / -9.140 eV
Charge ... 0

Last column: natural (NBO) charge in e.
Element x y z (Å)
H1 0.570 -0.720 -0.715  0.496
O1 0.069 -0.826 0.120  -0.981
S1 -1.989 0.747 1.538  -0.322
Cl1 1.228 1.028 1.797  -0.258
P1 -0.259 0.677 0.544  1.034
I1 0.382 -0.906 -3.284  0.032

***

## b
Entry from OMol25: ClHIOPS as an isolated structure (ωB97M-V with the def2-TZVPD basis set).

Summary:
E_LUMO ... -2.24 eV
Kohn-Sham gap ... 7.66 eV
HOMO energy ... -9.897 eV
Charge ... 0

Last column: natural (NBO) charge in e.
Element x y z (Å)
I1 0.690 -1.538 2.046  0.132
O1 -0.118 -0.768 -1.066  -0.965
Cl1 -2.120 0.930 0.601  -0.510
S1 1.540 1.519 -0.127  -0.350
H1 -0.378 -0.139 -1.697  0.523
P1 0.386 -0.005 0.243  1.171

***

Quick one: least stable of them? a